(1)
161
Properties=species:S:1:pos:R:3 method="wB97M-V/def2-TZVPD" e_tot_ha=-2960.06539 homo_ev=-10.20 total_charge=+1
C 5.41 -4.11 2.07
C 4.66 -2.87 1.68
N 3.42 -2.69 1.76
C 5.49 -1.69 1.18
C 4.64 -0.81 0.32
C 4.19 -1.25 -0.94
N 4.67 -2.48 -1.44
C 6.11 -2.49 -1.80
C 3.88 -2.98 -2.56
C 2.81 -3.98 -2.27
O 4.09 -2.57 -3.67
C 3.29 -0.46 -1.63
C 2.88 0.77 -1.13
C 1.90 1.65 -1.84
C 0.55 1.73 -1.10
C -0.63 1.01 -1.78
N -1.64 0.57 -0.83
C -1.31 -0.67 -0.12
C -2.45 -1.65 -0.04
C -3.54 -1.62 -0.91
C -4.53 -2.59 -0.86
C -4.44 -3.63 0.06
C -3.38 -3.66 0.95
C -2.41 -2.68 0.90
O -1.33 -2.71 1.76
C 3.41 1.18 0.06
N 4.25 0.40 0.76
C 4.71 0.91 2.06
H 5.25 -4.35 3.12
H 5.09 -4.95 1.47
H 6.48 -3.98 1.94
H 2.95 -3.51 2.14
H 6.38 -2.01 0.66
H 5.83 -1.18 2.07
H 6.51 -1.49 -1.91
H 6.25 -3.01 -2.74
H 6.68 -3.04 -1.06
H 2.69 -4.58 -3.16
H 1.87 -3.44 -2.15
H 3.01 -4.59 -1.40
H 2.90 -0.77 -2.59
H 1.75 1.27 -2.85
H 2.32 2.65 -1.88
H 0.29 2.78 -1.00
H 0.63 1.33 -0.09
H -1.11 1.67 -2.50
H -0.27 0.16 -2.35
H -1.75 1.29 -0.13
H -0.97 -0.47 0.90
H -0.47 -1.16 -0.62
H -3.61 -0.84 -1.65
H -5.36 -2.56 -1.54
H -5.19 -4.41 0.08
H -3.32 -4.46 1.67
H -1.58 -3.23 2.53
H 3.15 2.14 0.49
H 4.48 0.20 2.85
H 4.25 1.87 2.24
H 5.79 1.05 2.04
C 2.63 6.21 -1.82
C 1.55 5.73 -0.86
C 0.81 6.85 -0.12
O 1.54 7.43 0.94
C 2.46 8.45 0.56
N 2.13 4.75 0.07
H 3.53 6.52 -1.28
H 2.92 5.41 -2.50
H 2.29 7.06 -2.41
H 0.79 5.21 -1.46
H -0.08 6.42 0.35
H 0.47 7.62 -0.82
H 2.08 9.03 -0.28
H 3.44 8.03 0.30
H 2.59 9.10 1.42
H 1.38 4.35 0.63
H 2.69 5.27 0.74
C -4.78 2.45 4.41
C -5.20 2.42 2.94
C -4.13 1.82 2.01
O -3.05 2.71 1.78
C -2.06 2.73 2.80
N -5.59 3.77 2.53
H -4.07 3.25 4.60
H -5.64 2.61 5.05
H -4.31 1.50 4.70
H -6.08 1.78 2.86
H -4.58 1.64 1.03
H -3.76 0.86 2.38
H -1.91 1.74 3.23
H -2.29 3.45 3.59
H -1.12 3.05 2.33
H -5.99 3.74 1.59
H -4.74 4.32 2.43
C -2.45 6.64 3.14
C -3.49 6.42 4.24
C -4.04 7.71 4.86
O -3.15 8.37 5.75
C -2.18 9.20 5.15
N -2.92 5.52 5.26
H -1.48 6.91 3.55
H -2.32 5.73 2.57
H -2.77 7.43 2.46
H -4.34 5.91 3.80
H -4.91 7.46 5.45
H -4.37 8.41 4.07
H -2.57 9.69 4.25
H -1.27 8.64 4.89
H -1.91 9.96 5.87
H -3.65 5.29 5.93
H -2.26 6.06 5.81
C 8.14 -2.58 -5.84
C 6.71 -2.06 -5.70
C 5.82 -2.36 -6.92
O 6.05 -1.53 -8.04
C 7.13 -1.92 -8.87
N 6.73 -0.64 -5.36
H 8.74 -1.94 -6.49
H 8.63 -2.59 -4.87
H 8.16 -3.59 -6.24
H 6.25 -2.58 -4.86
H 4.78 -2.16 -6.63
H 5.88 -3.41 -7.21
H 7.22 -3.01 -8.93
H 8.08 -1.49 -8.54
H 6.92 -1.54 -9.87
H 5.79 -0.33 -5.16
H 7.00 -0.12 -6.20
C -7.40 -2.29 4.76
C -6.68 -1.77 3.52
C -7.60 -1.15 2.46
O -8.33 -2.09 1.70
C -9.52 -2.57 2.30
N -5.85 -2.83 2.96
H -7.90 -3.24 4.56
H -6.69 -2.45 5.57
H -8.16 -1.58 5.10
H -6.00 -0.97 3.86
H -6.98 -0.62 1.74
H -8.28 -0.42 2.91
H -10.01 -1.80 2.89
H -9.33 -3.45 2.93
H -10.19 -2.87 1.49
H -5.26 -2.48 2.21
H -6.47 -3.49 2.50
C 1.21 -7.67 -2.26
C -0.09 -7.06 -1.73
C -1.30 -7.99 -1.84
O -1.83 -8.12 -3.14
C -1.18 -9.06 -3.98
N -0.32 -5.77 -2.40
H 1.24 -7.67 -3.34
H 2.06 -7.09 -1.90
H 1.33 -8.69 -1.91
H 0.05 -6.85 -0.67
H -2.11 -7.56 -1.24
H -1.07 -8.98 -1.42
H -0.82 -9.92 -3.41
H -0.35 -8.61 -4.52
H -1.91 -9.41 -4.70
H -1.11 -5.31 -1.97
H -0.62 -5.97 -3.35

=====

(2)
22
Properties=species:S:1:pos:R:3 method="wB97M-V/def2-TZVPD" e_tot_ha=-1334.29538 homo_ev=-15.46 total_charge=+2 e_above_lowest_ev=1.629
O -1.09 2.68 -5.10
C -1.09 2.23 -4.03
Bi -1.12 1.26 -2.12
C -1.32 1.32 0.80
O -1.40 1.35 1.93
C -0.95 -1.13 -1.10
O -1.23 -2.25 -0.96
C 1.37 0.98 -1.55
O 2.49 0.98 -1.36
C -3.77 0.73 -1.64
O -4.83 0.45 -1.33
H -1.16 -0.43 -2.93
C 0.85 -1.95 2.48
S 0.91 -0.88 1.02
C 1.86 0.46 1.79
O 1.78 -1.48 -0.04
H 0.10 -1.59 3.20
H 1.84 -1.98 2.94
H 0.57 -2.94 2.11
H 1.62 0.52 2.85
H 2.93 0.25 1.69
H 1.63 1.42 1.33

=====

(3)
74
Properties=species:S:1:pos:R:3 method="wB97M-V/def2-TZVPD" e_tot_ha=-2709.61250 homo_ev="-4.67 / -5.08" total_charge=-1 e_above_lowest_ev=0.371 multiplicity=3
Au 1.89 1.13 1.61
O 5.55 -0.29 2.86
C 4.43 -0.11 2.40
O 3.93 1.01 2.10
C 3.56 -1.35 2.16
C 4.17 -2.61 2.04
C 3.39 -3.70 1.77
C 1.99 -3.54 1.68
C 1.12 -4.62 1.43
C -0.23 -4.43 1.43
C -0.76 -3.16 1.69
C 0.05 -2.08 1.90
C 1.45 -2.24 1.88
N 2.26 -1.17 2.08
H 5.24 -2.66 2.15
H 3.82 -4.69 1.65
H 1.56 -5.59 1.23
H -0.90 -5.26 1.25
H -1.84 -3.03 1.71
H -0.34 -1.08 2.04
O 1.59 3.46 2.18
N 1.63 3.86 1.03
O 1.85 3.07 0.12
C -2.00 7.08 -1.18
C -2.58 6.20 -0.08
O -1.77 5.06 0.09
P -2.49 3.65 0.48
O -1.18 2.86 0.79
Te -3.75 1.25 -0.57
O -3.02 4.14 1.96
C -4.01 3.43 2.67
C -3.48 2.11 3.21
H -2.60 7.98 -1.29
H -1.99 6.54 -2.12
H -0.98 7.35 -0.92
H -3.61 5.90 -0.32
H -2.61 6.76 0.87
H -4.87 3.24 2.01
H -4.32 4.09 3.48
H -3.22 1.45 2.39
H -4.21 1.63 3.85
H -2.57 2.29 3.78
C 0.45 -5.29 -2.61
C 1.19 -4.09 -2.09
C 2.57 -4.10 -1.97
C 3.25 -3.00 -1.46
C 2.54 -1.87 -1.10
C 1.16 -1.84 -1.24
N 0.44 -0.70 -0.83
C -0.01 0.29 -1.65
C 0.08 0.17 -3.04
C -0.40 1.16 -3.88
C -0.94 2.31 -3.34
C -1.04 2.44 -1.96
C -0.61 1.44 -1.10
C -0.97 1.48 0.38
O -2.17 0.80 0.55
O -0.15 0.90 1.24
C 0.47 -2.95 -1.72
C -1.03 -2.92 -1.82
H 1.14 -6.02 -3.03
H -0.27 -5.01 -3.37
H -0.09 -5.76 -1.79
H 3.12 -4.98 -2.26
H 4.32 -3.03 -1.37
H 3.05 -1.00 -0.71
H 0.49 -0.42 0.15
H 0.54 -0.72 -3.45
H -0.34 1.03 -4.95
H -1.31 3.10 -3.98
H -1.45 3.35 -1.55
H -1.35 -2.84 -2.86
H -1.42 -2.06 -1.28
H -1.46 -3.83 -1.39

=====

(4)
7
Properties=species:S:1:pos:R:3 method="wB97M-V/def2-TZVPD" e_tot_ha=-865.04537 homo_ev=-8.33 e_above_lowest_ev=2.425
C -0.73 -0.72 0.04
N -0.66 0.54 0.02
O 1.50 -0.77 -0.12
S -1.20 -2.20 -0.02
I 2.21 0.91 -0.10
H 0.36 1.09 0.21
H -1.49 1.15 -0.02

=====

(5)
86
Properties=species:S:1:pos:R:3 method="wB97M-V/def2-TZVPD" e_tot_ha=-10274.48842 homo_ev=-11.88 total_charge=+1
C -4.13 -0.33 -5.15
C -2.68 0.28 -4.76
C -1.99 -0.52 -3.51
C -0.90 -1.59 -4.04
N -2.99 -1.13 -2.59
C -3.16 -0.74 -1.33
N -4.05 -1.24 -0.27
C -3.08 -1.26 0.91
B -2.06 -2.43 0.32
O -2.53 -3.80 0.12
O -0.68 -2.20 0.01
C -3.59 -1.95 2.26
Br -5.39 -2.84 2.00
C -3.62 -1.08 3.60
C -5.08 -0.99 4.33
C -2.52 0.28 0.91
C -3.64 1.38 1.32
C -5.16 1.03 1.51
C -6.16 2.14 1.95
N -5.86 3.51 2.20
C -4.48 3.84 2.06
C -3.33 2.88 1.63
S -0.90 0.41 1.85
O -0.89 1.54 2.86
O -0.62 -0.81 2.73
C 0.61 0.66 0.80
F 0.51 0.38 -0.57
F 1.12 1.97 1.05
F 1.64 -0.21 1.30
N -2.45 0.38 -0.62
C -3.15 1.51 -1.26
Cl -4.92 1.45 -1.82
C -2.52 2.76 -1.58
C -3.33 3.95 -2.31
Cl -0.79 3.11 -1.16
H -4.46 0.07 -6.17
H -4.86 -0.02 -4.31
H -4.00 -1.47 -5.20
H -1.97 0.27 -5.66
H -2.76 1.39 -4.44
H -1.41 0.27 -2.93
H -1.44 -2.56 -4.35
H -0.15 -1.76 -3.19
H -0.38 -1.10 -4.94
H -3.60 -1.91 -2.91
H -4.36 -2.17 -0.61
H -2.42 -4.05 -0.82
H -0.11 -2.56 0.73
H -2.89 -2.85 2.47
H -2.99 -1.64 4.39
H -3.15 -0.04 3.55
H -5.88 -0.50 3.68
H -5.40 -1.98 4.80
H -4.91 -0.27 5.22
H -5.56 -0.03 1.35
H -7.25 1.81 2.06
H -4.17 4.92 2.28
H -2.24 3.25 1.54
H -4.32 4.15 -1.75
H -2.68 4.89 -2.33
H -3.55 3.62 -3.40
C 4.54 -0.35 -0.69
Cl 5.23 -1.77 0.10
Cl 4.66 -0.48 -2.45
H 3.49 -0.28 -0.41
H 5.07 0.54 -0.36
C 8.00 -2.02 2.48
Cl 9.53 -1.97 1.60
Cl 7.80 -0.58 3.50
H 7.18 -2.06 1.77
H 7.98 -2.90 3.12
C 6.41 2.98 -3.21
Cl 5.72 2.96 -1.58
Cl 7.24 4.51 -3.54
H 7.13 2.17 -3.30
H 5.61 2.85 -3.93
C 4.49 -1.99 5.67
Cl 5.19 -3.41 6.47
Cl 4.61 -2.12 3.91
H 3.44 -1.91 5.95
H 5.02 -1.10 6.00
C 12.24 -0.75 -0.92
Cl 11.28 0.56 -1.61
Cl 13.97 -0.44 -1.10
H 12.01 -0.84 0.14
H 11.99 -1.68 -1.43

=====

(6)
55
Properties=species:S:1:pos:R:3 method="wB97M-V/def2-TZVPD" e_tot_ha=-2873.88103 homo_ev="-14.80 / -14.80" total_charge=+2 e_above_lowest_ev=0.791 multiplicity=4
Cr 0.42 2.23 -0.18
O -0.27 6.44 0.29
C -0.29 5.14 0.32
O 0.66 4.42 0.61
C -1.58 4.48 0.02
C -2.81 5.10 -0.08
C -3.95 4.30 -0.19
C -3.81 2.92 -0.15
C -2.54 2.39 -0.07
N -1.44 3.15 -0.03
C -2.18 0.94 0.00
O -2.95 0.02 -0.03
O -0.86 0.84 0.15
H 0.60 6.80 0.53
H -2.87 6.18 -0.05
H -4.93 4.75 -0.28
H -4.66 2.25 -0.17
O 1.78 2.83 -1.06
N 1.49 0.44 -0.04
C 2.78 0.21 -0.07
C 3.23 -1.14 -0.05
C 4.55 -1.60 -0.08
C 4.77 -2.96 -0.09
C 3.70 -3.85 -0.07
C 2.38 -3.40 -0.04
C 2.15 -2.04 -0.02
P 0.62 -1.05 0.05
C -0.06 -1.45 1.67
C -0.47 -2.76 1.90
C -0.98 -3.12 3.14
C -1.04 -2.17 4.15
C -0.59 -0.88 3.93
C -0.10 -0.51 2.69
C -0.22 -1.43 -1.50
C -0.27 -0.51 -2.54
C -0.86 -0.87 -3.74
C -1.41 -2.13 -3.89
C -1.36 -3.05 -2.86
C -0.75 -2.71 -1.66
H 2.60 3.31 -1.22
H 3.46 1.06 -0.12
H 5.37 -0.89 -0.09
H 5.78 -3.34 -0.11
H 3.90 -4.92 -0.08
H 1.57 -4.12 -0.03
H -0.41 -3.51 1.11
H -1.31 -4.13 3.31
H -1.43 -2.45 5.12
H -0.61 -0.15 4.74
H 0.25 0.50 2.53
H 0.19 0.47 -2.44
H -0.89 -0.16 -4.56
H -1.88 -2.40 -4.83
H -1.79 -4.04 -2.98
H -0.70 -3.44 -0.87

=====

(7)
8
Properties=species:S:1:pos:R:3 method="wB97M-V/def2-TZVPD" e_tot_ha=-731.23096 homo_ev="-11.11 / -13.24" total_charge=+1 multiplicity=2
P 1.95 0.82 -0.11
O 2.95 -0.26 0.06
O 0.14 -0.06 0.60
C -1.03 0.37 0.66
C -1.99 0.94 -0.07
H -1.77 1.20 -1.12
H -2.85 1.36 0.45
Na -3.42 -1.42 -0.49

=====

(8)
10
Properties=species:S:1:pos:R:3 method="wB97M-V/def2-TZVPD" e_tot_ha=-433.60418 homo_ev=-11.16 e_above_lowest_ev=4.337 smiles="O=C(O)C[N+](=O)[O-]"
O -2.34 -0.69 -0.24
C -1.33 -0.03 -0.05
O -1.46 1.23 -0.06
C 0.06 -0.64 0.12
N 1.41 0.13 -0.12
O 2.53 -0.58 -0.16
O 1.29 1.33 -0.14
H -0.55 1.65 0.15
H 0.24 -1.39 -0.70
H 0.16 -1.01 1.20